Entry 1:
Computed, not measured: a structure of composition C6H7MnO6 in a non-equilibrium geometry, with the ωB97M-V functional and the def2-TZVPD basis.

```
20
Properties=species:S:1:pos:R:3:forces:R:3
O -1.41191 -2.36523 -1.98343 1.1 -1.1 0.3
C -1.52979 -2.07813 -0.76068 0.1 2.8 -0.4
O -2.67470 -1.77378 -0.28993 -0.1 -0.7 0.8
O -0.46138 -1.74191 -0.06708 -0.4 0.2 1.5
Mn -3.41647 -2.33908 -2.07366 -1.8 -0.3 -1.3
C -0.78579 -0.90863 1.13519 1.3 -0.8 0.4
C -0.85941 0.56921 0.77990 -0.4 0.2 -0.4
C -0.20771 1.42914 1.81938 0.2 0.2 0.3
C 0.76603 2.30974 1.60775 -0.1 -0.2 0.0
O 1.24465 2.56147 0.32726 -0.8 0.3 0.3
C 2.45507 2.14597 -0.07324 0.9 0.7 -1.3
O 2.99227 2.64007 -1.02718 -0.5 -0.4 0.8
O 3.01057 1.16313 0.61931 0.3 -0.6 0.5
H 0.07700 -1.11824 1.77870 0.0 0.2 -0.3
H -1.64900 -1.23280 1.72860 0.1 -0.3 -0.8
H -1.91950 0.86006 0.69631 0.3 0.0 -0.1
H -0.40202 0.74049 -0.20363 0.0 -0.1 0.3
H -0.56506 1.35867 2.84970 0.0 0.0 -0.3
H 1.17825 2.95205 2.38900 0.0 -0.2 -0.3
H 2.41438 0.75292 1.26332 -0.1 0.2 0.0
```
Forces are in eV/Å.

Its net charge is 0. The calculation puts the maximum force at 2.82 eV Å⁻¹. Its LUMO energy (alpha / beta) is 0.3 / -0.1 eV. The calculation puts the orbital gap (alpha / beta) at 7.2 / 10.5 eV. As for the spin multiplicity: 7. The expectation value of S² is 12.002.

---

Entry 2:
Computed, not measured: a cluster of 2 separate species, C5H12NO in total in a non-equilibrium geometry, with the ωB97M-V functional and the def2-TZVPD basis.

```
19
Properties=species:S:1:pos:R:3:forces:R:3
C 1.20186 0.20747 -0.91260 -2.0 0.4 -0.2
O 1.30014 1.51208 -1.41918 -0.2 -0.1 0.3
C -0.09189 0.14968 -0.10358 -0.1 -0.1 0.8
C -0.65418 -1.10187 0.43610 0.5 0.3 -0.9
C 0.47443 -1.23541 1.45817 -0.9 0.0 0.9
C 0.50805 -0.43366 2.53433 0.3 -0.9 -0.7
N -1.83131 0.89990 -1.39353 0.6 0.0 -0.3
H 1.96130 -0.07611 -0.19042 0.4 0.0 -0.1
H 1.13339 -0.51682 -1.72265 0.2 -0.3 -0.1
H 2.20833 1.70836 -1.64144 0.4 0.2 -0.2
H -0.41706 1.03885 0.40845 0.4 0.3 0.1
H -1.62626 -0.94276 0.87115 -0.2 0.0 0.2
H -0.69676 -1.86436 -0.34486 0.2 -0.3 0.4
H 1.17836 -2.04226 1.33715 0.4 0.2 -0.3
H -0.31854 0.22743 2.76007 0.2 0.3 0.1
H 1.36602 -0.53308 3.18681 -0.3 0.2 0.3
H -2.35829 1.76467 -1.52349 0.2 0.0 0.6
H -2.38068 0.18106 -1.85371 0.3 -0.2 0.0
H -0.95692 1.05683 -1.88678 -0.4 0.1 -0.8
```
Forces are in eV/Å.

Its net charge is +1. The calculation puts the maximum force at 2.00 eV Å⁻¹. Its LUMO energy is -5.1 eV. The calculation puts the orbital gap at 9.4 eV. For the energy relative to the best compared isomer or geometry (same formula, charge and spin), the calculation gives 2.8129 eV.

---

Entry 3:
Computed, not measured: a structure of composition C8H11AuN2O5 in a non-equilibrium geometry, with the ωB97M-V functional and the def2-TZVPD basis.

```
27
Properties=species:S:1:pos:R:3:forces:R:3
Au -0.94217 -0.07325 0.08464 -0.7 1.0 -1.4
O 2.06076 -3.30717 0.69827 0.5 -0.2 0.8
C 1.35051 -2.22257 0.69185 -0.9 0.4 -1.3
O 0.63773 -1.85689 -0.22333 0.5 -0.5 0.9
C 1.56801 -1.40931 1.97138 1.6 -1.1 -0.4
O 0.48836 -0.48768 2.21290 -1.2 -1.0 1.5
C -0.20207 -0.66284 3.26291 2.3 2.3 0.0
C -2.32744 -2.13850 2.23396 -1.1 -0.7 -0.4
O -2.64727 -2.58286 3.24554 0.5 0.4 0.0
O -2.05085 -1.73240 1.16996 0.2 -0.1 0.5
H 1.98904 -3.84993 -0.10606 -0.1 0.2 -0.2
H 1.72297 -2.09342 2.80806 -0.2 0.2 0.1
H 2.48846 -0.83426 1.82508 -0.3 0.2 0.1
H 0.21050 -1.25825 4.07576 -0.5 -0.8 -0.1
H -0.91792 0.13067 3.46004 -0.7 -0.3 -0.2
C 0.44279 0.45043 -3.04381 0.3 0.0 -0.4
C -0.17403 1.58945 -2.33941 -0.3 0.1 0.4
N -0.71535 1.57459 -1.11744 0.2 -0.2 -0.1
C -1.12508 2.85043 -0.82055 -0.1 0.7 -0.4
C -0.83310 3.65352 -1.88309 -0.5 -0.1 0.7
N -0.25931 2.84130 -2.81874 0.2 -0.3 -0.1
H 0.29172 -0.47340 -2.49241 0.0 0.0 0.0
H 1.51593 0.61636 -3.16969 0.0 0.0 0.1
H 0.03875 0.34261 -4.05187 -0.1 -0.1 0.1
H -1.62746 3.10443 0.09382 0.0 0.0 0.0
H -1.03618 4.69831 -2.03429 0.1 0.0 -0.1
H 0.05268 3.13061 -3.73348 0.0 0.0 0.0
```
Forces are in eV/Å.

Its net charge is +2. The calculation puts the maximum force at 3.29 eV Å⁻¹. Its LUMO energy is -10.5 eV. The calculation puts the orbital gap at 4.5 eV.

---

Entry 4:
Computed, not measured: the ion C4H13N2 with charge +1 in a non-equilibrium geometry, with the ωB97M-V functional and the def2-TZVPD basis.

```
19
Properties=species:S:1:pos:R:3:forces:R:3
C 1.63966 -0.31206 1.14841 -1.5 0.0 -0.6
N 0.27871 0.15368 0.64160 0.7 -0.4 -0.5
C -0.28886 1.17104 1.54244 0.0 0.3 0.4
C 0.35067 0.60324 -0.81011 0.0 -0.7 0.8
C -0.65468 -0.23457 -1.67847 -0.3 0.7 0.0
N -1.29748 -1.31649 -0.95432 0.9 0.0 0.5
H 1.85328 -1.24008 0.62966 0.3 0.0 -0.1
H 2.32055 0.47955 0.88601 0.5 0.1 0.3
H 1.53295 -0.50880 2.20492 0.3 0.1 0.2
H -0.33433 -0.68685 0.55012 -0.2 0.1 0.2
H 0.40690 2.00753 1.60623 0.0 0.0 -0.1
H -1.24709 1.53734 1.18453 0.0 -0.1 -0.1
H -0.39837 0.75332 2.54075 -0.1 -0.1 -0.1
H 1.36133 0.39212 -1.14480 0.1 0.1 0.0
H 0.19225 1.67324 -0.80395 -0.2 0.1 -0.3
H -0.05134 -0.64011 -2.48561 -0.3 0.0 -0.2
H -1.40538 0.43717 -2.09591 0.2 0.0 -0.1
H -2.26331 -1.18606 -0.69684 -0.1 0.0 -0.3
H -1.13346 -2.20140 -1.40513 -0.3 -0.2 0.1
```
Forces are in eV/Å.

Its net charge is +1. The calculation puts the maximum force at 1.61 eV Å⁻¹. As for the SMILES: C[NH+](C)CCN. Its LUMO energy is -2.8 eV. The calculation puts the orbital gap at 11.5 eV. For the energy relative to the best compared isomer or geometry (same formula, charge and spin), the calculation gives 0.9421 eV.